{
  "formula": "C2H4N3",
  "method": "ωB97M-V with the def2-TZVPD basis set",
  "species": ["C", "C", "N", "N", "N", "H", "H", "H", "H"],
  "coordinates": [[-2.1003, 0.3287, 0.0973], [1.0964, -0.1984, -0.5292], [1.6268, 0.6823, 0.5255], [0.8889, 1.2362, -0.2739], [-3.1976, 0.2817, -0.2651], [1.7606, -0.3036, -1.4582], [0.1304, -0.8234, -0.4013], [2.4145, 0.9223, 1.2327], [-4.2536, 0.3380, -0.1529]],
  "forces_ev_per_a": [[0.70, -0.08, -0.20], [-0.57, -0.63, -1.73], [0.79, -0.90, -0.39], [0.35, 1.05, 1.01], [-2.87, 0.26, 0.73], [-0.96, -0.33, 1.69], [2.07, 0.92, 0.41], [-1.79, -0.09, -0.98], [2.28, -0.18, -0.55]],
  "max_force_ev_per_a": 3.0,
  "total_charge": 1,
  "spin_multiplicity": 1,
  "orbital_gap_ha": 0.3298,
  "total_energy_ev": -6596.3772
}

{
  "formula": "C2H4N3O3P",
  "method": "ωB97M-V with the def2-TZVPD basis set",
  "species": ["C", "C", "N", "N", "N", "O", "O", "O", "P", "H", "H", "H", "H"],
  "coordinates": [[-1.1899, -0.9794, -0.1414], [-0.9338, 1.3734, -0.4484], [-0.2006, -0.8789, 0.8527], [0.0003, 1.2748, 0.5831], [0.7756, 0.0612, 0.6449], [-1.9921, -1.8690, -0.2932], [-1.3680, 2.3865, -0.8002], [-1.2101, 0.1214, -0.9941], [1.6653, -0.0904, -0.9459], [-0.0569, -1.6347, 1.4715], [-0.0176, 1.8890, 1.4050], [1.5320, -1.4268, -0.9952], [2.9956, -0.2270, -0.3385]],
  "forces_ev_per_a": [[-0.51, -1.08, 0.69], [2.26, -1.99, 2.36], [-1.80, -0.91, -2.02], [1.06, 0.06, -0.18], [-0.75, 1.81, -0.20], [1.17, 0.98, 0.37], [-1.88, 2.14, -1.48], [-0.06, 0.22, 0.21], [1.30, 1.56, 1.11], [0.25, -0.76, 0.51], [0.09, -0.45, -0.83], [-0.26, -1.74, -0.14], [-0.88, 0.16, -0.40]],
  "max_force_ev_per_a": 3.8,
  "total_charge": 0,
  "spin_multiplicity": 1,
  "orbital_gap_ha": 0.3827,
  "total_energy_ev": -22038.3261
}

{
  "formula": "C2H4N4",
  "method": "ωB97M-V with the def2-TZVPD basis set",
  "species": ["C", "C", "N", "N", "N", "N", "H", "H", "H", "H"],
  "coordinates": [[2.4955, -0.6442, -1.0869], [-0.8285, 0.7470, -0.2108], [-2.0758, -0.9922, 2.2794], [1.6203, -0.0686, -0.6691], [-1.2403, -0.5406, 1.6052], [-0.3572, -0.0869, 0.8640], [3.3434, -1.1640, -1.5589], [0.0061, 1.1958, -0.5129], [-1.4021, 0.1516, -0.8759], [-1.5614, 1.4022, 0.1659]],
  "forces_ev_per_a": [[2.78, -1.71, -1.59], [-3.12, -1.54, 1.92], [3.19, 1.51, -2.16], [-0.58, 0.90, 0.41], [-2.49, -0.92, 1.07], [-0.74, -1.52, 2.57], [-0.94, 0.49, 0.64], [2.54, 1.94, -2.00], [0.11, -0.61, -1.46], [-0.75, 1.44, 0.60]],
  "max_force_ev_per_a": 4.1,
  "total_charge": 0,
  "spin_multiplicity": 1,
  "orbital_gap_ha": 0.3659,
  "total_energy_ev": -8095.4266
}

{
  "formula": "C2H4N4",
  "method": "ωB97M-V with the def2-TZVPD basis set",
  "species": ["N", "C", "N", "C", "N", "N", "H", "H", "H", "H"],
  "coordinates": [[-1.7551, -0.0361, -0.1643], [-0.3578, 0.2405, -0.2636], [0.5544, -0.8329, -0.5684], [1.6119, -0.4888, 0.0532], [1.4564, 0.6571, 0.9142], [0.2717, 1.0411, 0.7997], [-2.2284, 0.5040, 0.5481], [-1.9859, -1.0173, -0.1193], [2.5876, -0.9489, -0.0597], [-0.1548, 0.8813, -1.1398]],
  "forces_ev_per_a": [[-0.01, -0.10, 0.07], [0.01, 0.10, -0.32], [0.28, 0.06, 0.19], [-0.12, -0.28, -0.17], [-0.45, 0.04, 0.03], [0.29, -0.07, -0.09], [0.19, -0.12, -0.03], [0.18, 0.05, 0.17], [-0.18, -0.06, 0.15], [-0.20, 0.37, -0.01]],
  "max_force_ev_per_a": 0.5,
  "total_charge": 0,
  "spin_multiplicity": 1,
  "orbital_gap_ha": 0.3435,
  "total_energy_ev": -8097.3838
}

{
  "formula": "C2H4N4",
  "method": "ωB97M-V with the def2-TZVPD basis set",
  "species": ["C", "N", "N", "C", "N", "N", "H", "H", "H", "H"],
  "coordinates": [[1.3110, 0.9165, -0.1046], [-0.1385, 0.8021, -0.1793], [-0.9512, -0.2385, 1.4303], [-1.6771, -0.9640, 0.8231], [-1.4666, -0.7726, -1.0873], [-0.6444, 0.0670, -1.0541], [1.6723, 1.6554, -0.8264], [1.8139, -0.0427, -0.2668], [1.5253, 1.2755, 0.9028], [-2.4288, -1.7290, 0.9045]],
  "forces_ev_per_a": [[0.18, 0.01, 0.01], [-0.15, -0.17, -0.18], [-0.54, -0.54, -0.51], [0.46, 0.47, 0.51], [0.59, 0.57, -0.03], [-0.48, -0.41, 0.22], [-0.05, -0.11, 0.11], [-0.08, 0.12, 0.03], [-0.03, -0.05, -0.15], [0.10, 0.09, -0.01]],
  "max_force_ev_per_a": 0.9,
  "total_charge": 0,
  "spin_multiplicity": 1,
  "orbital_gap_ha": 0.3681,
  "total_energy_ev": -8095.0011
}

{
  "formula": "C2H4N4",
  "method": "ωB97M-V with the def2-TZVPD basis set",
  "species": ["C", "N", "C", "N", "N", "N", "H", "H", "H", "H"],
  "coordinates": [[-1.3711, -0.0968, 0.1177], [0.1249, 0.0025, -0.0158], [0.8900, 1.0059, 0.2184], [2.6110, -0.1382, -0.3246], [1.9873, -1.1216, -0.5749], [0.5700, -1.2264, -0.4552], [-1.6179, 0.1182, 1.1568], [-1.7509, -1.0951, -0.1380], [-1.8057, 0.6307, -0.5669], [0.3624, 1.9209, 0.5824]],
  "forces_ev_per_a": [[0.26, 0.29, 0.06], [0.06, -0.19, -0.06], [0.26, -1.27, -0.37], [-2.35, 0.32, 0.33], [-2.55, 1.35, 0.72], [2.94, -0.35, -0.44], [-0.06, 0.12, -0.16], [0.63, 0.34, 0.03], [-0.02, 0.01, 0.21], [0.84, -0.61, -0.32]],
  "max_force_ev_per_a": 3.0,
  "total_charge": 0,
  "spin_multiplicity": 1,
  "orbital_gap_ha": 0.3361,
  "total_energy_ev": -8094.0267
}